# 1
Here is a 5-piece molecular cluster, C23H48NO15Si overall in a non-equilibrium geometry from the OMol25 dataset. Energies are from ωB97M-V/def2-TZVPD.

For the energy relative to the best compared isomer or geometry (same formula, charge and spin), the calculation gives 0.0 kJ/mol. For the orbital gap, the calculation gives 6.350 eV. As for the charge: -1. The HOMO energy is -0.166 hartree.

Cartesian coordinates (Å):
C: -0.789 2.519 -2.383
Si: -0.333 1.614 -3.950
C: -0.161 -0.212 -3.562
C: 1.314 2.255 -4.584
O: -1.457 1.880 -5.125
C: -2.786 1.383 -4.858
C: -3.821 2.478 -5.092
C: -5.122 2.198 -4.313
N: -5.474 0.762 -4.408
C: -4.902 2.630 -2.826
O: -4.433 1.735 -2.080
O: -5.181 3.808 -2.542
H: -1.129 3.532 -2.635
H: 0.080 2.594 -1.715
H: -1.618 2.039 -1.846
H: -1.096 -0.624 -3.170
H: 0.164 -0.791 -4.436
H: 0.616 -0.306 -2.788
H: 2.123 1.569 -4.294
H: 1.337 2.361 -5.674
H: 1.529 3.236 -4.141
H: -2.881 1.063 -3.809
H: -2.963 0.506 -5.488
H: -3.390 3.415 -4.715
H: -4.020 2.613 -6.165
H: -5.925 2.825 -4.721
H: -6.336 0.651 -4.931
H: -5.637 0.427 -3.464
C: -4.867 0.037 0.544
C: -5.962 -0.922 0.929
O: -5.990 -1.182 2.359
C: -6.629 -0.292 3.099
O: -7.278 0.647 2.722
O: -6.460 -0.630 4.393
C: -7.083 0.264 5.316
H: -3.904 -0.328 0.909
H: -4.813 0.148 -0.540
H: -5.044 1.035 0.942
H: -5.796 -1.909 0.502
H: -6.944 -0.563 0.622
H: -8.137 0.394 5.079
H: -6.592 1.237 5.297
H: -6.964 -0.194 6.295
C: 4.311 -3.589 -1.115
C: 3.604 -3.007 -2.319
O: 4.085 -1.687 -2.632
C: 5.242 -1.632 -3.284
O: 5.904 -2.572 -3.650
O: 5.553 -0.349 -3.472
C: 6.764 -0.134 -4.198
H: 4.221 -2.915 -0.263
H: 3.857 -4.544 -0.849
H: 5.366 -3.755 -1.327
H: 2.545 -2.861 -2.121
H: 3.713 -3.644 -3.196
H: 6.739 -0.654 -5.154
H: 7.621 -0.473 -3.617
H: 6.827 0.939 -4.351
C: 11.173 4.386 -2.020
C: 10.710 3.553 -0.846
O: 9.979 2.390 -1.278
C: 10.724 1.366 -1.689
O: 11.928 1.316 -1.696
O: 9.905 0.391 -2.086
C: 10.561 -0.777 -2.585
H: 10.327 4.658 -2.651
H: 11.640 5.303 -1.657
H: 11.903 3.842 -2.618
H: 9.998 4.098 -0.230
H: 11.547 3.235 -0.226
H: 11.287 -1.157 -1.870
H: 11.062 -0.556 -3.526
H: 9.773 -1.508 -2.746
C: -5.262 -2.863 6.985
C: -6.475 -3.244 7.799
O: -6.111 -3.910 9.028
C: -5.735 -3.109 10.019
O: -5.783 -1.905 10.024
O: -5.459 -3.868 11.085
C: -5.121 -3.130 12.262
H: -4.644 -3.741 6.792
H: -5.579 -2.447 6.028
H: -4.661 -2.116 7.504
H: -7.089 -3.974 7.276
H: -7.088 -2.376 8.040
H: -5.900 -2.408 12.500
H: -4.177 -2.605 12.124
H: -5.031 -3.870 13.051

# 2
Here is C23H48NO2OsP3 as an isolated structure in a non-equilibrium geometry from the OMol25 dataset. Energies are from ωB97M-V/def2-TZVPD.

Its spin multiplicity is 5. Its expectation value of S² is 6.0458. For the orbital gap (alpha / beta), the calculation gives 7.735 / 4.508 eV. As for the charge: +4. The HOMO energy (alpha / beta) is -0.689 / -0.735 hartree.

Cartesian coordinates (Å):
Os: -0.137 -0.579 0.497
P: -0.159 -0.653 2.798
P: 2.030 -0.558 -0.053
P: -0.921 -2.676 0.352
H: -0.983 1.165 -1.460
C: -1.361 0.217 -1.056
C: -2.068 0.261 0.222
H: -2.162 1.227 0.725
C: -0.010 0.979 3.600
C: 1.223 -1.570 3.583
C: -1.670 -1.308 3.606
C: 2.135 -0.085 -1.798
C: 2.954 0.758 0.791
C: 2.943 -2.102 0.219
C: -2.726 -2.984 0.454
C: -0.192 -3.985 1.406
C: -0.566 -3.197 -1.351
H: -1.701 -0.496 -1.815
H: -2.907 -0.420 0.374
H: -0.999 1.435 3.729
H: 0.581 1.644 2.963
H: 0.471 0.885 4.583
H: 2.192 -1.195 3.230
H: 1.170 -2.644 3.377
H: 1.172 -1.415 4.671
H: -2.526 -0.673 3.348
H: -1.541 -1.282 4.698
H: -1.901 -2.337 3.306
H: 3.185 0.039 -2.085
H: 1.600 0.858 -1.960
H: 1.654 -0.844 -2.423
H: 4.003 0.737 0.468
H: 2.910 0.646 1.879
H: 2.495 1.722 0.534
H: 4.001 -1.954 -0.036
H: 2.543 -2.915 -0.398
H: 2.881 -2.407 1.271
H: -2.901 -4.064 0.342
H: -3.246 -2.458 -0.357
H: -3.137 -2.654 1.415
H: -0.549 -4.954 1.029
H: -0.489 -3.889 2.459
H: 0.903 -3.968 1.342
H: -1.132 -4.109 -1.572
H: 0.501 -3.388 -1.509
H: -0.872 -2.410 -2.049
C: 0.414 -2.879 -4.778
C: 1.057 -2.697 -6.021
C: 0.308 -2.881 -7.184
C: -1.050 -3.234 -7.110
C: -1.634 -3.509 -5.870
C: -0.875 -3.414 -4.700
O: 1.003 -2.471 -3.603
H: 1.859 -2.022 -3.777
H: 2.113 -2.413 -6.045
H: 0.788 -2.746 -8.156
H: -1.647 -3.318 -8.023
H: -2.681 -3.806 -5.798
H: -1.275 -3.718 -3.738
O: 0.288 2.280 0.769
C: -0.028 3.486 0.891
C: -1.340 3.915 1.521
C: -1.163 4.643 2.850
C: -0.827 6.126 2.669
C: 0.519 6.389 2.001
C: 0.617 5.893 0.562
N: 0.823 4.447 0.472
H: -1.881 4.559 0.811
H: -1.941 3.012 1.682
H: -2.105 4.563 3.409
H: -0.394 4.152 3.465
H: -1.629 6.594 2.080
H: -0.820 6.597 3.659
H: 0.702 7.469 1.978
H: 1.321 5.942 2.603
H: -0.299 6.169 0.019
H: 1.461 6.372 0.055
H: 1.625 4.099 -0.045

# 3
Here is C23H48NOP3SSc as an isolated structure in a non-equilibrium geometry from the OMol25 dataset. Energies are from ωB97M-V/def2-TZVPD.

For the orbital gap (alpha / beta), the calculation gives 8.830 / 4.067 eV. As for the charge: +3. The HOMO energy (alpha / beta) is -0.641 / -0.570 hartree.

Cartesian coordinates (Å):
Sc: -0.353 0.330 0.435
P: 0.381 -0.872 2.260
P: -0.593 2.214 1.773
P: 0.411 -1.333 -0.984
H: 1.500 2.437 -0.092
C: 1.100 1.569 -0.619
C: -0.208 1.682 -1.248
H: -0.751 2.619 -1.161
C: 2.166 -0.760 2.777
C: -0.380 -0.605 3.936
C: 0.236 -2.726 2.312
C: -0.860 3.851 0.952
C: -1.902 2.402 3.076
C: 0.896 2.676 2.772
C: 0.522 -0.967 -2.796
C: -0.410 -2.988 -1.129
C: 2.162 -1.882 -0.740
H: 1.897 1.057 -1.162
H: -0.356 1.241 -2.230
H: 2.382 -1.376 3.660
H: 2.417 0.281 2.994
H: 2.801 -1.083 1.949
H: 0.064 -1.279 4.677
H: -1.455 -0.800 3.877
H: -0.238 0.423 4.276
H: 0.592 -3.114 3.273
H: 0.823 -3.189 1.516
H: -0.811 -3.012 2.178
H: -0.903 4.639 1.712
H: -1.801 3.839 0.395
H: -0.047 4.071 0.257
H: -1.614 3.178 3.794
H: -2.067 1.465 3.608
H: -2.838 2.699 2.600
H: 0.773 3.665 3.230
H: 1.771 2.681 2.119
H: 1.064 1.943 3.564
H: 0.950 -1.830 -3.317
H: 1.156 -0.095 -2.970
H: -0.472 -0.760 -3.201
H: 0.173 -3.651 -1.778
H: -1.406 -2.863 -1.563
H: -0.521 -3.454 -0.149
H: 2.481 -2.561 -1.539
H: 2.272 -2.392 0.220
H: 2.805 -0.999 -0.733
C: 5.336 -0.405 -4.569
C: 6.710 -0.455 -4.303
C: 7.568 0.471 -4.894
C: 7.071 1.453 -5.752
C: 5.702 1.501 -6.015
C: 4.835 0.581 -5.430
S: 4.181 -1.546 -3.857
H: 5.081 -2.252 -3.151
H: 7.109 -1.215 -3.637
H: 8.632 0.421 -4.679
H: 7.744 2.172 -6.209
H: 5.301 2.260 -6.681
H: 3.770 0.626 -5.641
O: -2.328 0.136 -0.180
C: -3.381 0.064 0.444
C: -4.666 0.095 -0.342
C: -5.542 -1.140 -0.122
C: -6.288 -1.129 1.215
C: -5.415 -1.207 2.469
C: -4.501 0.003 2.667
N: -3.351 -0.009 1.786
H: -5.244 1.016 -0.111
H: -4.400 0.134 -1.422
H: -6.330 -1.125 -0.908
H: -4.950 -2.072 -0.252
H: -6.922 -0.215 1.271
H: -6.971 -2.006 1.229
H: -6.119 -1.226 3.330
H: -4.821 -2.146 2.493
H: -5.070 0.954 2.560
H: -4.121 -0.041 3.711
H: -2.426 -0.069 2.201

| no. | calculated total energy (eV) |
| --- | --- |
| 1 | -64714.6740 |
| 2 | -60507.2277 |
| 3 | -87542.8364 |